# 1
C38H37BaBrN10O2Si | the ωB97M-V functional and the def2-TZVPD basis

Computed properties:
LUMO level = 0.0 eV
Charge = 0
Energy above the lowest of the compared OMol25 structures with the same formula, charge and spin = 21.9 kcal/mol
Frontier orbital gap = 7.93 eV

Cartesian coordinates (Å):
Ba 0.04 0.94 0.05
N 2.72 2.76 3.43
C 1.82 2.25 2.59
N 1.75 1.01 2.20
C 2.70 0.11 2.73
N 2.65 -1.15 2.57
N 1.73 -1.70 1.69
C 0.72 -2.26 2.20
C -0.16 -3.12 1.35
C 0.35 -3.76 0.22
C -0.50 -4.59 -0.49
C -1.82 -4.72 -0.06
C -2.22 -4.04 1.07
N -1.41 -3.26 1.79
C 3.81 0.65 3.55
C 4.87 -0.14 3.97
C 5.88 0.40 4.74
C 5.84 1.75 5.10
C 4.80 2.55 4.67
C 3.79 1.99 3.90
H 2.68 3.75 3.64
H 1.07 2.95 2.23
H 0.49 -2.21 3.26
H 1.38 -3.61 -0.07
H -0.15 -5.13 -1.36
H -2.52 -5.35 -0.60
H -3.24 -4.13 1.44
H 4.88 -1.18 3.69
H 6.70 -0.22 5.07
H 6.63 2.18 5.70
H 4.77 3.60 4.94
C -2.44 -0.14 3.18
C -2.23 1.32 2.95
C -2.72 2.26 3.83
C -2.45 3.61 3.58
C -1.72 3.97 2.47
C -1.27 2.98 1.56
N -1.53 1.66 1.85
N -0.57 3.24 0.43
Si -0.26 4.77 -0.30
C 0.46 4.40 -1.98
C -1.81 5.80 -0.52
C 0.99 5.77 0.67
H -3.45 -0.34 3.53
H -1.75 -0.51 3.94
H -2.27 -0.73 2.28
H -3.30 1.96 4.69
H -2.81 4.37 4.26
H -1.52 5.02 2.27
H -0.26 3.86 -2.61
H 1.36 3.78 -1.91
H 0.73 5.32 -2.51
H -2.62 5.20 -0.94
H -1.62 6.63 -1.22
H -2.18 6.24 0.41
H 1.94 5.22 0.74
H 0.65 5.99 1.69
H 1.21 6.72 0.18
C -3.28 1.86 -1.21
O -2.37 0.77 -1.39
C -2.52 0.03 -2.54
C -3.38 0.35 -3.56
C -3.44 -0.50 -4.67
Br -4.64 -0.08 -6.07
C -2.65 -1.62 -4.75
C -1.77 -1.93 -3.72
C -1.72 -1.12 -2.59
O -0.98 -1.38 -1.48
C -0.92 -3.13 -3.86
N -1.36 -4.29 -4.25
C -0.23 -5.10 -4.27
C -0.11 -6.46 -4.59
C 1.15 -7.02 -4.51
C 2.27 -6.27 -4.12
C 2.17 -4.93 -3.80
C 0.89 -4.37 -3.88
N 0.43 -3.10 -3.61
H -4.31 1.50 -1.25
H -3.12 2.63 -1.96
H -3.08 2.26 -0.22
H -4.00 1.23 -3.52
H -2.70 -2.28 -5.61
H -0.36 -2.11 -1.63
H -0.97 -7.03 -4.89
H 1.28 -8.07 -4.76
H 3.24 -6.75 -4.08
H 3.02 -4.34 -3.50
H 1.01 -2.28 -3.41
N 1.99 -0.99 -2.42
C 1.80 -0.17 -1.62

---

# 2
C38H37BaBrN10O2Si | the ωB97M-V functional and the def2-TZVPD basis

Computed properties:
LUMO level = -0.8 eV
Charge = 0
Energy above the lowest of the compared OMol25 structures with the same formula, charge and spin = 20.3 kcal/mol
Frontier orbital gap = 6.78 eV

Cartesian coordinates (Å):
Ba 1.69 1.33 -0.43
N -2.98 -1.35 0.65
C -2.04 -0.52 0.17
N -1.19 0.15 0.87
C -1.26 0.03 2.26
N -0.53 0.73 3.05
N 0.46 1.44 2.38
C 0.53 2.68 2.63
C 1.72 3.46 2.22
C 1.82 4.79 2.63
C 2.97 5.50 2.36
C 4.00 4.86 1.69
C 3.82 3.54 1.29
N 2.71 2.86 1.56
C -2.18 -0.96 2.85
C -2.19 -1.25 4.21
C -3.04 -2.22 4.71
C -3.90 -2.91 3.84
C -3.90 -2.63 2.49
C -3.04 -1.65 2.01
H -3.54 -1.88 -0.01
H -2.01 -0.43 -0.91
H -0.19 3.22 3.25
H 0.99 5.25 3.17
H 3.07 6.53 2.68
H 4.93 5.36 1.47
H 4.59 3.02 0.75
H -1.52 -0.71 4.86
H -3.04 -2.45 5.76
H -4.56 -3.67 4.24
H -4.55 -3.17 1.82
C -2.24 3.28 -0.32
C -1.03 4.09 -0.73
C -1.14 5.46 -0.84
C -0.02 6.17 -1.27
C 1.13 5.50 -1.59
C 1.19 4.08 -1.49
N 0.09 3.42 -1.01
N 2.26 3.34 -1.82
Si 3.55 3.83 -2.84
C 4.74 2.38 -2.91
C 4.52 5.34 -2.23
C 2.90 4.20 -4.57
H -3.08 3.48 -0.98
H -2.55 3.53 0.70
H -2.00 2.22 -0.34
H -2.07 5.96 -0.62
H -0.05 7.25 -1.37
H 2.01 6.03 -1.93
H 5.24 2.22 -1.95
H 5.52 2.54 -3.65
H 4.23 1.45 -3.17
H 4.40 5.50 -1.16
H 4.20 6.26 -2.73
H 5.59 5.21 -2.43
H 2.53 3.30 -5.05
H 3.68 4.63 -5.21
H 2.08 4.92 -4.53
C 1.55 -2.29 3.28
O 0.65 -2.40 2.18
C 0.04 -3.60 2.01
C 0.00 -4.61 2.96
C -0.69 -5.78 2.65
Br -0.76 -7.15 3.96
C -1.29 -5.97 1.43
C -1.23 -4.96 0.47
C -0.58 -3.77 0.77
O -0.60 -2.76 -0.14
C -1.84 -5.18 -0.85
N -2.87 -5.94 -1.07
C -3.07 -5.89 -2.43
C -4.04 -6.51 -3.22
C -4.01 -6.28 -4.58
C -3.04 -5.45 -5.16
C -2.07 -4.83 -4.40
C -2.11 -5.06 -3.03
N -1.33 -4.61 -1.99
H 1.01 -2.36 4.23
H 2.00 -1.30 3.21
H 2.31 -3.06 3.23
H 0.48 -4.50 3.92
H -1.81 -6.89 1.19
H -0.09 -2.00 0.16
H -4.79 -7.15 -2.77
H -4.75 -6.75 -5.22
H -3.05 -5.30 -6.23
H -1.32 -4.19 -4.85
H -0.53 -4.00 -2.01
N 2.39 -2.55 -1.14
C 2.09 -1.44 -1.00

---

# 3
C38H37Br3FN5O2PtS | the ωB97M-V functional and the def2-TZVPD basis

Computed properties:
LUMO level (spin up / spin down) = -8.4 / -8.4 eV
Charge = +2
Frontier orbital gap (spin up / spin down) = 4.47 / 4.47 eV

Cartesian coordinates (Å):
Pt 1.00 0.19 1.09
Br -1.13 0.64 7.44
C -0.39 0.76 5.72
C -0.93 1.62 4.78
C -0.39 1.62 3.51
N 0.61 0.81 3.16
C 1.16 0.01 4.08
C 0.69 -0.04 5.37
C 2.28 -0.81 3.60
C 2.99 -1.69 4.39
C 4.04 -2.40 3.83
Br 4.97 -3.66 4.86
C 4.38 -2.19 2.50
C 3.62 -1.30 1.78
N 2.59 -0.64 2.31
H -1.76 2.28 5.03
H -0.78 2.29 2.77
H 1.13 -0.69 6.12
H 2.75 -1.84 5.43
H 5.21 -2.72 2.04
H 3.83 -1.11 0.73
C -3.15 -0.41 2.39
C -2.49 -1.62 1.74
C -1.26 -2.09 2.54
C -2.20 -1.41 0.24
C -2.72 -2.39 -0.58
C -2.73 -2.27 -1.96
C -2.24 -1.12 -2.54
C -1.68 -0.10 -1.79
C -1.09 1.08 -2.57
C -2.19 1.87 -3.29
C -0.05 0.61 -3.59
C -1.61 -0.26 -0.37
N -0.95 0.74 0.39
C -1.47 2.01 0.34
C -2.84 2.19 0.00
C -3.43 3.43 -0.02
C -2.70 4.57 0.29
C -1.37 4.44 0.68
C -0.79 3.20 0.72
F 0.48 3.14 1.12
H -3.45 -0.65 3.41
H -4.05 -0.11 1.84
H -2.47 0.45 2.43
H -3.21 -2.44 1.78
H -0.46 -1.38 2.42
H -0.90 -3.05 2.18
H -1.50 -2.17 3.60
H -3.18 -3.27 -0.13
H -3.14 -3.06 -2.58
H -2.28 -1.02 -3.62
H -0.58 1.75 -1.88
H -2.74 1.23 -3.98
H -1.74 2.68 -3.87
H -2.90 2.30 -2.59
H -0.48 -0.06 -4.34
H 0.77 0.10 -3.10
H 0.35 1.48 -4.13
H -3.43 1.30 -0.21
H -4.48 3.52 -0.28
H -3.16 5.55 0.26
H -0.77 5.31 0.96
Br 2.95 -1.47 -3.61
C 1.74 -2.82 -3.08
C 1.55 -3.85 -3.99
C 0.74 -4.92 -3.67
C 0.12 -4.98 -2.43
C 0.31 -3.96 -1.52
C 1.11 -2.86 -1.82
C 1.17 -1.80 -0.76
O 1.10 -2.15 0.42
O 1.24 -0.55 -1.05
H 2.05 -3.81 -4.95
H 0.60 -5.72 -4.39
H -0.51 -5.83 -2.18
H -0.16 -4.00 -0.55
S 3.05 1.41 0.23
C 2.69 2.17 -1.27
N 3.31 1.87 -2.39
C 2.88 2.71 -3.52
C 1.92 3.70 -2.83
N 1.85 3.18 -1.46
H 3.88 1.05 -2.51
H 2.39 2.11 -4.28
H 3.74 3.21 -3.97
H 0.93 3.71 -3.29
H 2.30 4.72 -2.84
H 1.47 3.70 -0.69